2 unconnected molecules or ions with the total composition C7H11N in a non-equilibrium geometry. Source: OMol25; level of theory: ωB97M-V/def2-TZVPD.

The value obtained for the HOMO-LUMO gap (spin up / spin down) is 0.2428 / 0.2812 hartree. The relative energy (zero: lowest compared OMol25 entry of this formula, charge and spin) is 111.44 kcal per mole. The max |F| comes out at 4.30 eV/Å. The calculation puts the LUMO energy (spin up / spin down) at 1.070 / -1.439 eV. Its net charge is 0. As for the spin multiplicity: 3.

Element x y z (Å)
C: 0.542 -2.180 -1.927
C: 0.191 -0.168 1.744
C: -0.057 -0.529 -0.437
C: 0.744 0.361 0.383
C: -0.789 0.177 0.617
C: 1.709 1.416 -0.041
C: -2.225 0.626 0.724
N: 0.251 -1.768 -0.777
H: 0.872 -3.106 -2.134
H: 0.632 -1.450 -2.658
H: 0.535 -1.208 1.883
H: 0.236 0.549 2.570
H: -0.264 0.419 -2.189
H: 1.709 2.054 0.747
H: 1.301 1.770 -0.910
H: 2.674 0.980 -0.180
H: -2.845 -0.249 1.120
H: -2.745 0.985 -0.065
H: -2.472 1.320 1.532

***

C4H7ClO2 in the gas phase in a non-equilibrium geometry. Source: OMol25; level of theory: ωB97M-V/def2-TZVPD.

The value obtained for the HOMO-LUMO gap is 0.3800 hartree. The relative energy (zero: lowest compared OMol25 entry of this formula, charge and spin) is 36.20 kcal per mole. The max |F| comes out at 5.71 eV/Å. The calculation puts the LUMO energy at 0.391 eV. Its net charge is 0.

Element x y z (Å)
C: -1.682 -1.727 -0.116
C: 0.406 0.297 1.339
C: 0.280 0.304 -1.240
C: 0.672 -0.535 0.086
O: -2.214 -0.707 -0.051
O: 0.048 -1.756 0.067
Cl: 2.437 -0.864 -0.027
H: -2.023 -2.689 -0.294
H: -0.576 0.159 1.564
H: 0.673 1.272 1.080
H: 1.130 0.003 2.064
H: -0.787 0.601 -1.075
H: 1.090 1.014 -1.382
H: 0.072 -0.382 -2.090

***

C4H10N2O in the gas phase in a non-equilibrium geometry. Source: OMol25; level of theory: ωB97M-V/def2-TZVPD.

The value obtained for the HOMO-LUMO gap is 0.3789 hartree. The relative energy (zero: lowest compared OMol25 entry of this formula, charge and spin) is 89.59 kcal per mole. The max |F| comes out at 2.33 eV/Å. The calculation puts the LUMO energy at 0.932 eV. Its net charge is 0.

Element x y z (Å)
C: -0.486 0.572 -1.125
C: 2.086 0.594 0.748
C: -1.437 -1.469 0.265
N: 0.857 0.065 -1.293
C: -1.108 -0.004 0.229
O: 1.295 -0.401 0.120
N: -1.537 0.784 1.149
H: 0.831 -0.849 -1.747
H: -1.235 1.752 1.011
H: -0.457 1.663 -1.049
H: -1.146 0.271 -1.942
H: 2.568 1.263 0.028
H: 1.460 1.190 1.422
H: 2.865 0.106 1.341
H: -1.964 -1.767 -0.645
H: -0.529 -2.069 0.355
H: -2.063 -1.701 1.131